Entry from the OMol25 dataset: the molecule C4H4BrNOS at a distorted geometry (ωB97M-V/def2-TZVPD).

Computed properties:
- frontier orbital gap (spin up / spin down) (eV) = 6.696 / 7.793
- HOMO energy (spin up / spin down) (eV) = -7.0755 / -9.0765
- relative energy (zero: lowest compared OMol25 entry of this formula, charge and spin) (eV) = 0.916
- LUMO level (spin up / spin down) (eV) = -0.4 / -1.3
- spin multiplicity = 3
- ⟨S²⟩ = 2.01

Geometry (Å):
C (0.0162, 0.5483, 1.0715)
C (-0.1187, -0.1302, -2.0714)
C (-0.2944, -1.7399, -0.3280)
C (0.7030, 1.6065, 1.8366)
N (-0.6899, -1.2041, -1.5487)
O (-0.6941, -2.7864, 0.0764)
S (0.9577, -0.7316, 0.5724)
Br (-0.9048, 0.3891, -3.6871)
H (0.6240, 2.5084, 1.2249)
H (1.7478, 1.4520, 2.1090)
H (0.1138, 1.8100, 2.7321)
H (-1.4606, -1.7221, -1.9876)